Computed, not measured: C12H35Ag2O14 as an isolated structure, with the ωB97M-V functional and the def2-TZVPD basis.

Calculated values
HOMO-LUMO gap = 0.1723 Ha
total charge = +1

Structure (XYZ):
```
63
C12H35Ag2O14 the ωB97M-V functional and the def2-TZVPD basis
Ag -1.28 -4.52 1.00
Ag 1.03 -2.11 3.11
O 0.19 -0.53 -0.80
C 0.36 -1.41 0.16
O 1.53 -1.47 0.68
O -0.58 -2.18 0.42
H -0.75 -0.59 -0.98
C -1.19 2.55 -0.33
O -0.12 3.25 0.23
H -1.92 3.32 -0.62
H -1.00 2.03 -1.26
H -1.53 1.80 0.39
H -0.40 4.14 0.44
C 4.03 1.32 -0.06
C 2.81 1.75 -0.95
O 2.22 0.75 -1.68
O 5.03 0.97 -0.99
H 3.82 0.50 0.63
H 4.39 2.06 0.66
H 3.02 2.50 -1.71
H 2.08 2.13 -0.24
H 1.49 0.34 -1.21
H 4.57 0.39 -1.60
C 2.66 -3.45 -1.98
C 3.52 -2.67 -3.00
O 4.10 -1.50 -2.47
O 3.18 -3.40 -0.63
H 2.65 -4.45 -2.41
H 1.62 -3.15 -2.04
H 2.90 -2.53 -3.88
H 4.32 -3.29 -3.41
H 3.45 -1.01 -1.95
H 2.89 -2.58 -0.24
C -0.54 1.83 3.82
C 0.67 1.28 3.01
O 1.60 0.39 3.67
O -1.21 0.72 4.44
H -1.32 2.36 3.28
H -0.15 2.45 4.63
H 1.08 2.23 2.68
H 0.30 0.69 2.17
H 1.91 0.90 4.43
H -0.60 -0.02 4.54
C -1.51 -1.41 -3.73
C -1.99 0.00 -3.18
O -2.75 -0.06 -1.99
O -2.66 -2.17 -4.10
H -0.89 -1.95 -3.02
H -0.95 -1.20 -4.65
H -2.61 0.42 -3.98
H -1.11 0.63 -3.04
H -3.25 0.76 -1.95
H -3.08 -2.54 -3.33
C -3.93 0.12 1.58
C -4.36 1.22 2.59
O -4.72 0.63 3.88
O -2.67 -0.36 1.95
H -3.87 0.56 0.58
H -4.72 -0.63 1.59
H -5.24 1.81 2.34
H -3.54 1.92 2.70
H -4.68 1.36 4.49
H -2.27 -0.94 1.30
```

The molecule's Mulliken atomic charges, reported in e, are given here: Ag 0.81; Ag 0.67; O 0.10; C 0.21; O -0.70; O -0.16; H -0.03; C -0.11; O -0.47; H 0.49; H -0.09; H -0.06; H 0.30; C -0.34; C 0.15; O -0.59; O -0.57; H 0.04; H 0.46; H 0.34; H -0.14; H 0.48; H 0.35; C -0.11; C -0.41; O -0.52; O -0.61; H 0.43; H -0.16; H 0.27; H 0.35; H 0.31; H 0.34; C -0.30; C 0.10; O -0.46; O -0.46; H 0.16; H 0.39; H 0.36; H -0.37; H 0.32; H 0.28; C -0.33; C -0.47; O -0.51; O -0.53; H 0.06; H 0.38; H 0.48; H 0.24; H 0.28; H 0.30; C -0.11; C -0.39; O -0.55; O -0.37; H 0.02; H 0.42; H 0.48; H 0.02; H 0.31; H 0.18

=====

Computed, not measured: C12H35AsN5O11P4RuSe as an isolated structure, with the ωB97M-V functional and the def2-TZVPD basis.

Calculated values
HOMO-LUMO gap (spin up / spin down) = 0.2917 / 0.2484 Ha
⟨S²⟩ = 8.7581
spin multiplicity = 6

Structure (XYZ):
```
70
C12H35AsN5O11P4RuSe the ωB97M-V functional and the def2-TZVPD basis
Ru -0.54 0.25 1.41
C 3.44 -1.58 -2.60
N 3.05 -1.51 -1.21
C 4.15 -1.35 -0.26
P 1.56 -1.59 -0.57
O 1.14 -0.37 0.16
O 0.64 -1.73 -1.91
P -0.93 -1.27 -1.81
O -1.37 -1.33 -0.40
N -0.93 0.19 -2.57
C -2.24 0.84 -2.61
C 0.16 1.15 -2.41
N -1.80 -2.28 -2.74
C -2.64 -3.31 -2.16
C -1.55 -2.43 -4.16
N 1.44 -2.92 0.35
C 0.67 -2.97 1.58
C 1.64 -4.21 -0.29
H 4.07 -2.46 -2.78
H 4.02 -0.69 -2.87
H 2.57 -1.63 -3.24
H 4.85 -2.19 -0.35
H 3.76 -1.33 0.75
H 4.67 -0.41 -0.45
H -3.00 0.11 -2.85
H -2.22 1.59 -3.40
H -2.47 1.31 -1.65
H 1.13 0.65 -2.44
H 0.08 1.69 -1.46
H 0.11 1.85 -3.24
H -2.81 -3.10 -1.11
H -2.18 -4.30 -2.27
H -3.61 -3.32 -2.67
H -0.96 -1.59 -4.53
H -2.49 -2.45 -4.71
H -1.00 -3.36 -4.36
H 0.75 -2.02 2.12
H 1.12 -3.73 2.23
H -0.38 -3.23 1.40
H 2.26 -4.11 -1.17
H 0.68 -4.66 -0.58
H 2.14 -4.89 0.41
O 1.79 0.32 5.24
P 1.45 0.49 3.70
O 2.33 -0.32 2.80
O -0.05 0.26 3.54
O 1.74 2.05 3.45
P 1.82 2.65 1.93
O 3.06 1.89 1.32
O 1.97 4.10 1.93
O 0.54 2.11 1.28
H 2.72 0.46 5.43
H 3.00 0.94 1.58
C -1.42 3.45 3.13
As -1.90 3.26 1.28
C -0.78 4.39 0.20
C -3.70 3.89 1.09
O -1.96 1.67 0.71
H -2.21 4.01 3.62
H -0.46 3.96 3.19
H -1.34 2.46 3.58
H -1.21 5.39 0.17
H -0.75 3.98 -0.80
H 0.22 4.42 0.63
H -3.77 4.91 1.46
H -4.35 3.24 1.67
H -3.99 3.86 0.04
Se -2.73 -0.93 2.18
C -3.31 0.45 3.24
N -3.73 1.33 3.86
```

The molecule's Mulliken atomic charges, reported in e, are given here: Ru 1.88; C -0.90; N 0.80; C -1.08; P -1.57; O 1.60; O -0.31; P -0.84; O -0.73; N 0.51; C -1.10; C -0.69; N 0.49; C -0.89; C -1.11; N 0.67; C -0.58; C -1.01; H 0.35; H 0.29; H 0.18; H 0.32; H 0.26; H 0.39; H 0.37; H 0.38; H 0.15; H 0.12; H -0.04; H 0.45; H 0.20; H 0.29; H 0.31; H 0.31; H 0.35; H 0.32; H 0.14; H 0.37; H 0.13; H 0.29; H 0.30; H 0.36; O -0.59; P 0.33; O -0.55; O -0.57; O -0.29; P 0.45; O -0.59; O -0.86; O 0.98; H 0.32; H 0.29; C -1.15; As 0.89; C -1.04; C -1.32; O -0.81; H 0.48; H 0.39; H 0.27; H 0.49; H 0.27; H 0.28; H 0.43; H 0.35; H 0.37; Se -0.18; C 0.24; N -0.60

=====

Computed, not measured: C12H35BaNO17S2 as an isolated structure, with the ωB97M-V functional and the def2-TZVPD basis.

Calculated values
HOMO-LUMO gap = 0.0676 Ha
total charge = -2

Structure (XYZ):
```
68
C12H35BaNO17S2 the ωB97M-V functional and the def2-TZVPD basis
Ba 1.19 -16.30 -27.75
S 3.56 -10.16 -28.30
O 3.44 -11.61 -28.40
O 2.26 -9.53 -28.15
O 4.08 -9.86 -26.98
O 4.41 -9.60 -29.35
S -1.15 -13.29 -22.65
O -0.71 -14.56 -23.23
O -1.01 -13.22 -21.19
O -0.40 -12.22 -23.20
O -2.57 -13.10 -22.69
C -0.57 -15.68 -33.60
C -0.90 -17.02 -34.09
O -1.10 -17.83 -32.99
O 0.60 -15.53 -32.84
H -1.47 -15.26 -33.14
H -0.53 -14.98 -34.43
H -0.02 -17.43 -34.57
H -1.65 -17.24 -34.85
H -0.72 -18.71 -33.12
H 0.96 -14.66 -33.04
C 6.65 -18.97 -31.54
C 7.43 -20.24 -31.05
O 6.54 -21.28 -30.59
O 6.20 -18.11 -30.44
H 5.82 -19.22 -32.20
H 7.33 -18.39 -32.16
H 8.13 -20.05 -30.23
H 7.98 -20.66 -31.89
H 7.12 -21.95 -30.22
H 6.75 -17.35 -30.23
C -4.62 -19.18 -26.71
C -4.86 -18.74 -25.28
O -3.70 -18.85 -24.45
O -3.66 -18.43 -27.39
H -5.56 -19.21 -27.26
H -4.24 -20.21 -26.68
H -5.58 -19.46 -24.90
H -5.20 -17.71 -25.18
H -3.19 -18.04 -24.48
H -3.57 -18.73 -28.29
C -4.81 -10.39 -27.72
C -4.22 -11.45 -28.72
O -3.02 -11.97 -28.21
O -5.51 -11.01 -26.62
H -5.54 -9.78 -28.25
H -4.08 -9.71 -27.28
H -3.80 -11.05 -29.64
H -4.86 -12.30 -28.94
H -2.51 -11.18 -28.04
H -4.87 -11.49 -26.09
C 3.58 -22.39 -25.34
C 3.24 -20.90 -25.44
C 4.48 -20.10 -24.92
O 4.31 -18.67 -25.20
C 5.28 -17.76 -24.58
N 3.05 -20.62 -26.86
H 3.90 -22.60 -24.33
H 4.30 -22.81 -26.04
H 2.75 -23.06 -25.57
H 2.29 -20.70 -24.94
H 5.47 -20.30 -25.33
H 4.49 -20.24 -23.84
H 6.33 -17.82 -24.85
H 5.10 -17.76 -23.50
H 5.03 -16.75 -24.90
H 2.46 -21.33 -27.27
H 3.91 -20.69 -27.40
```

The molecule's Mulliken atomic charges, reported in e, are given here: Ba 0.74; S 1.18; O -0.64; O -0.61; O -0.61; O -0.71; S 1.20; O -0.68; O -0.65; O -0.61; O -0.63; C -0.44; C -0.43; O -0.50; O -0.48; H 0.29; H 0.33; H 0.29; H 0.32; H 0.30; H 0.32; C -0.45; C -0.30; O -0.51; O -0.49; H 0.28; H 0.30; H 0.30; H 0.29; H 0.30; H 0.29; C -0.30; C -0.49; O -0.54; O -0.46; H 0.30; H 0.25; H 0.28; H 0.34; H 0.33; H 0.29; C -0.34; C -0.42; O -0.48; O -0.53; H 0.25; H 0.35; H 0.29; H 0.25; H 0.31; H 0.33; C -1.44; C 0.33; C -0.79; O -0.21; C -0.79; N -0.54; H 0.36; H 0.34; H 0.40; H 0.28; H 0.39; H 0.39; H 0.28; H 0.31; H 0.28; H 0.23; H 0.21

=====

Computed, not measured: C12H35O10SSr as an isolated structure, with the ωB97M-V functional and the def2-TZVPD basis.

Calculated values
HOMO-LUMO gap = 0.2341 Ha
total charge = -1

Structure (XYZ):
```
59
C12H35O10SSr the ωB97M-V functional and the def2-TZVPD basis
Sr 0.00 0.25 0.42
S -1.95 3.25 0.73
O -2.38 4.19 1.75
O -1.12 2.16 1.27
O -3.19 2.65 0.16
O -1.17 3.90 -0.37
C -2.24 -3.40 1.88
C -2.20 -1.91 2.18
O -0.92 -1.38 2.20
H -3.25 -3.82 1.81
H -1.64 -3.97 2.59
H -1.81 -3.58 0.88
H -2.69 -1.74 3.15
H -2.84 -1.38 1.45
C 1.19 3.54 -3.22
C 0.51 2.26 -2.77
O 0.43 2.16 -1.37
H 0.55 4.38 -2.96
H 1.37 3.54 -4.30
H 2.19 3.67 -2.78
H 1.08 1.42 -3.19
H -0.49 2.22 -3.21
H -0.19 2.91 -1.03
C -4.54 -0.84 -0.98
C -3.44 -0.06 -1.69
O -2.49 0.45 -0.78
H -4.16 -1.70 -0.43
H -5.29 -1.18 -1.69
H -5.03 -0.15 -0.28
H -3.90 0.72 -2.30
H -2.90 -0.71 -2.39
H -2.88 1.28 -0.34
C 0.28 -3.52 -1.62
C -0.54 -2.23 -1.64
O 0.38 -1.14 -1.63
H 0.94 -3.49 -2.50
H -0.33 -4.41 -1.74
H 0.97 -3.62 -0.78
H -1.15 -2.23 -0.73
H -1.21 -2.25 -2.50
H 0.95 -1.26 -2.39
C 3.05 1.87 3.66
C 1.76 2.18 2.90
O 1.87 1.78 1.54
H 3.37 0.85 3.51
H 2.80 2.00 4.72
H 3.83 2.59 3.42
H 1.52 3.24 3.00
H 0.94 1.63 3.35
H 2.40 2.42 1.04
C 4.24 -2.14 -0.05
C 3.69 -0.87 0.61
O 2.29 -1.03 0.90
H 3.57 -2.39 -0.87
H 4.31 -2.98 0.64
H 5.25 -1.93 -0.41
H 3.75 -0.01 -0.06
H 4.23 -0.63 1.53
H 2.26 -1.59 1.69
```

The molecule's Mulliken atomic charges, reported in e, are given here: Sr 1.65; S 1.05; O -0.71; O -0.86; O -0.84; O -0.89; C -0.86; C 0.03; O -0.89; H 0.35; H 0.31; H -0.02; H 0.35; H -0.14; C -1.24; C -0.31; O -0.07; H 0.28; H 0.40; H 0.25; H 0.24; H 0.29; H 0.22; C -1.06; C -0.42; O 0.12; H 0.14; H 0.42; H 0.29; H 0.32; H 0.19; H 0.19; C -1.46; C 0.53; O -0.45; H 0.51; H 0.40; H 0.23; H -0.20; H 0.19; H 0.17; C -1.11; C -0.35; O -0.09; H 0.18; H 0.39; H 0.34; H 0.43; H 0.27; H 0.08; C -1.12; C -0.27; O 0.03; H 0.18; H 0.34; H 0.39; H 0.25; H 0.27; H 0.10

=====

Computed, not measured: a 6-piece molecular cluster, C12H35O6 overall, with the ωB97M-V functional and the def2-TZVPD basis.

Calculated values
HOMO-LUMO gap (spin up / spin down) = 0.2300 / 0.2120 Ha
⟨S²⟩ = 0.7541
spin multiplicity = 2

Structure (XYZ):
```
53
C12H35O6 the ωB97M-V functional and the def2-TZVPD basis
O 0.10 -0.21 -0.28
H -0.65 -0.18 0.31
H 0.02 -0.92 -0.93
H 0.14 0.64 -0.72
C 0.77 1.75 2.29
C 1.11 3.24 2.55
C 2.56 3.45 2.96
O 0.71 4.10 1.53
H 1.38 1.46 1.44
H -0.28 1.49 2.20
H 1.16 1.23 3.17
H 0.59 3.54 3.46
H 2.83 2.79 3.79
H 2.71 4.48 3.27
H 3.22 3.29 2.11
C 2.20 1.62 -2.80
C 0.85 2.40 -2.66
C -0.11 1.95 -3.75
O 0.21 2.35 -1.41
H 2.90 2.06 -2.09
H 2.71 1.65 -3.77
H 2.01 0.57 -2.61
H 1.06 3.45 -2.88
H -0.32 0.88 -3.74
H 0.30 2.24 -4.72
H -1.05 2.50 -3.72
C -2.33 -1.35 -2.44
C -1.17 -2.31 -2.92
O -0.01 -1.63 -2.48
H -2.17 -0.31 -2.73
H -2.32 -1.41 -1.36
H -3.36 -1.63 -2.63
H -1.13 -2.41 -4.01
H -1.27 -3.21 -2.31
H 0.69 -2.24 -2.71
C 1.21 -1.79 2.45
C 1.37 -3.07 1.66
O 0.91 -2.73 0.38
H 1.46 -1.99 3.49
H 0.20 -1.37 2.41
H 1.88 -0.96 2.19
H 0.71 -3.84 2.05
H 2.42 -3.33 1.65
H 0.48 -3.52 0.04
C -2.48 -2.40 1.67
C -3.12 -1.01 1.63
O -2.16 -0.10 1.18
H -2.08 -2.78 0.73
H -3.22 -3.12 2.02
H -1.73 -2.56 2.44
H -3.42 -0.63 2.60
H -3.98 -0.93 0.96
H -2.52 0.78 1.05
```

The molecule's Mulliken atomic charges, reported in e, are given here: O 0.29; H 0.34; H 0.16; H 0.38; C -0.64; C 0.41; C -1.38; O -0.38; H 0.23; H 0.07; H 0.41; H 0.24; H 0.36; H 0.36; H 0.33; C -1.19; C 0.34; C -1.09; O -1.02; H 0.27; H 0.43; H 0.12; H 0.36; H -0.04; H 0.47; H 0.29; C -0.55; C -0.37; O -0.39; H 0.23; H -0.18; H 0.41; H 0.33; H 0.31; H 0.21; C -1.00; C -0.35; O -0.36; H 0.45; H 0.04; H 0.34; H 0.37; H 0.28; H 0.23; C -0.87; C -0.36; O -0.51; H 0.11; H 0.42; H 0.22; H 0.38; H 0.32; H 0.21

=====

Computed, not measured: C12H36AlBNO9P2 as an isolated structure, with the ωB97M-V functional and the def2-TZVPD basis.

Calculated values
HOMO-LUMO gap = 0.1537 Ha
total charge = -1

Structure (XYZ):
```
62
C12H36AlBNO9P2 the ωB97M-V functional and the def2-TZVPD basis
C -0.34 0.18 -0.59
C -1.60 0.86 -1.17
C -1.61 2.35 -0.87
C -1.62 0.60 -2.70
Al -2.84 -1.03 -2.98
B -4.86 -0.54 -2.39
O -5.96 -1.16 -3.00
N -5.19 0.42 -1.30
C -5.90 -0.19 -0.17
C -5.83 1.63 -1.80
H 0.48 0.88 -0.72
H -0.17 -0.74 -1.13
H -0.48 -0.05 0.47
H -2.46 0.36 -0.71
H -0.90 2.83 -1.54
H -2.60 2.74 -1.08
H -1.33 2.59 0.16
H -0.60 0.38 -3.02
H -2.02 1.48 -3.20
H -2.29 -2.17 -1.94
H -2.77 -1.60 -4.51
H -5.79 -1.22 -3.94
H -6.15 -1.23 -0.40
H -5.25 -0.21 0.70
H -6.82 0.33 0.09
H -6.68 1.45 -2.47
H -5.08 2.25 -2.29
H -6.18 2.22 -0.95
C 5.63 -1.68 -0.93
O 5.00 -1.48 -2.20
P 3.85 -0.26 -2.37
O 2.68 -1.13 -2.60
O 4.59 0.27 -3.74
C 5.98 0.14 -4.00
O 3.01 1.15 -2.28
C 3.68 2.39 -1.99
H 6.34 -2.50 -1.04
H 6.17 -0.79 -0.59
H 4.89 -1.96 -0.18
H 6.19 -0.82 -4.47
H 6.58 0.23 -3.09
H 6.26 0.94 -4.68
H 4.16 2.78 -2.88
H 4.41 2.29 -1.19
H 2.92 3.10 -1.66
C 1.11 -2.18 2.90
O 1.82 -1.43 3.91
P 1.13 -0.06 4.55
O 2.05 0.93 3.96
O 1.42 -0.46 6.10
C 1.56 -1.80 6.55
O -0.09 0.96 4.91
C -1.30 0.46 5.51
H 1.72 -3.04 2.64
H 0.15 -2.53 3.26
H 0.96 -1.57 2.00
H 2.60 -2.12 6.46
H 0.93 -2.50 6.00
H 1.28 -1.82 7.60
H -1.15 0.31 6.58
H -1.64 -0.46 5.05
H -2.07 1.22 5.36
```

The molecule's Mulliken atomic charges, reported in e, are given here: C -1.53; C 1.66; C -1.74; C -1.18; Al 0.36; B 0.04; O -0.59; N 0.11; C -1.10; C -1.18; H 0.15; H 0.41; H 0.29; H -0.17; H 0.39; H 0.30; H 0.38; H 0.29; H 0.47; H -0.29; H -0.38; H 0.27; H 0.34; H 0.23; H 0.40; H 0.29; H 0.33; H 0.43; C -0.73; O -0.30; P 1.06; O -0.63; O -0.38; C -0.60; O -0.19; C -0.74; H 0.24; H 0.33; H 0.31; H 0.23; H 0.26; H 0.29; H 0.27; H 0.33; H 0.25; C -0.57; O -0.33; P 1.20; O -0.73; O -0.39; C -0.59; O -0.35; C -0.63; H 0.25; H 0.33; H 0.24; H 0.24; H 0.28; H 0.27; H 0.25; H 0.29; H 0.25

=====

Computed, not measured: C12H36BBr2N6NbO6P as an isolated structure, with the ωB97M-V functional and the def2-TZVPD basis.

Calculated values
HOMO-LUMO gap = 0.2177 Ha
total charge = -1

Structure (XYZ):
```
65
C12H36BBr2N6NbO6P the ωB97M-V functional and the def2-TZVPD basis
C -3.02 4.43 1.60
C -4.14 3.45 1.29
O -3.72 2.10 1.44
C -4.03 1.27 0.33
C -3.04 1.38 -0.83
Nb -0.82 1.06 -0.38
B -0.56 2.59 -2.16
O -0.69 3.88 -1.77
C -0.24 2.22 -3.66
C -1.04 1.08 -4.31
C -1.37 -0.73 0.94
Br -2.37 -2.12 -0.01
C -0.19 -1.41 1.60
C -0.52 -2.48 2.66
P 1.65 1.13 0.38
O 1.85 1.65 1.94
Br 2.57 2.92 -0.70
H -2.35 4.01 2.35
H -2.41 4.64 0.72
H -3.43 5.37 1.98
H -4.99 3.61 1.97
H -4.50 3.58 0.27
H -5.05 1.53 -0.01
H -4.08 0.24 0.71
H -3.19 2.38 -1.27
H -3.29 0.64 -1.60
H -0.96 2.35 0.95
H -0.44 -0.19 -1.70
H -1.26 4.37 -2.35
H -0.38 3.15 -4.24
H 0.83 2.01 -3.72
H -1.80 1.48 -4.99
H -0.41 0.40 -4.89
H -1.54 0.47 -3.55
H -2.05 -0.32 1.71
H 0.41 -1.87 0.80
H 0.40 -0.62 2.07
H -1.59 -2.53 2.86
H -0.20 -3.48 2.35
H -0.01 -2.26 3.61
H 2.67 2.13 2.03
C 3.15 -2.31 -1.49
O 2.21 -1.77 -2.01
N 3.53 -2.04 -0.20
N 3.93 -3.25 -2.14
H 4.32 -2.48 0.24
H 3.03 -1.30 0.27
H 3.67 -3.43 -3.09
H 4.72 -3.72 -1.74
C -2.04 2.58 5.64
O -1.95 3.22 6.68
N -1.13 1.63 5.27
N -3.06 2.76 4.75
H -1.24 1.12 4.42
H -0.34 1.47 5.86
H -3.74 3.47 4.97
H -3.12 2.29 3.86
C 6.00 -6.15 -2.81
O 6.19 -5.40 -1.87
N 6.88 -7.14 -3.14
N 4.89 -6.06 -3.61
H 6.75 -7.77 -3.90
H 7.70 -7.22 -2.57
H 4.22 -5.34 -3.39
H 4.72 -6.67 -4.39
```

The molecule's Mulliken atomic charges, reported in e, are given here: C -0.96; C -0.42; O -0.18; C -1.05; C -0.71; Nb -0.84; B 0.46; O -0.52; C -0.51; C -0.95; C -0.34; Br -0.20; C 0.09; C -1.42; P 0.27; O -0.43; Br -0.42; H 0.19; H 0.17; H 0.39; H 0.32; H 0.42; H 0.45; H 0.36; H 0.47; H 0.35; H 0.25; H 0.16; H 0.26; H 0.32; H 0.28; H 0.28; H 0.32; H 0.12; H 0.38; H 0.25; H 0.02; H 0.36; H 0.33; H 0.37; H 0.27; C 0.51; O -0.54; N -0.29; N -0.34; H 0.16; H 0.18; H 0.21; H 0.17; C 0.53; O -0.69; N -0.29; N -0.29; H 0.18; H 0.18; H 0.17; H 0.19; C 0.65; O -0.66; N -0.42; N -0.31; H 0.15; H 0.22; H 0.19; H 0.16